No. 1
The following is a quantum chemistry calculation of a structure of composition C42H38MgN11OP2, from the Open Molecules 2025 dataset.

Calculated values
Orbital gap, eV: 6.79
ΔE to the lowest compared entry with this formula, charge and spin, kJ/mol: 106.6
Total charge: -1

Last column: Mulliken charge in e.
Cartesian coordinates (Å):
Mg 1.35 0.73 0.26  1.179
C 5.05 1.28 -2.17  -1.016
C 4.11 0.79 -1.25  -0.313
N 2.85 1.19 -1.26  0.680
C 2.45 2.07 -2.20  -0.084
C 3.32 2.61 -3.15  1.245
C 4.66 2.19 -3.10  -0.714
C 2.82 3.57 -4.10  -1.036
C 1.53 3.96 -4.07  -0.863
C 0.61 3.42 -3.11  1.425
C -0.74 3.82 -3.02  -1.262
C -1.53 3.30 -2.04  -0.894
C -0.98 2.36 -1.16  -0.245
N 0.23 1.89 -1.26  1.296
C 1.05 2.46 -2.19  -0.704
H 6.08 0.93 -2.12  0.437
H 4.38 0.09 -0.47  0.512
H 5.37 2.61 -3.81  0.411
H 3.51 4.00 -4.82  0.385
H 1.16 4.70 -4.77  0.400
H -1.13 4.54 -3.74  0.389
H -2.56 3.61 -1.93  0.484
H -1.61 1.91 -0.40  0.219
N 3.05 2.63 2.72  0.134
C 3.37 1.30 2.58  -0.409
N 4.30 0.72 3.32  -0.576
N 4.36 -0.54 2.85  -0.842
N 3.50 -0.71 1.90  -0.396
N 2.83 0.47 1.69  0.942
C 1.93 3.23 2.18  -0.271
N 1.59 4.46 2.51  -0.575
N 0.47 4.68 1.80  -0.878
N 0.17 3.66 1.08  -0.435
N 1.10 2.67 1.29  0.567
H 3.46 3.10 3.51  0.334
C -2.50 -1.99 0.95  -0.841
C -3.02 -1.64 -0.43  -2.020
P -1.76 -1.09 -1.64  1.481
C -0.99 -2.67 -2.20  0.673
C -1.51 -3.95 -2.00  -0.511
C -0.87 -5.06 -2.52  -0.642
C 0.30 -4.92 -3.25  -0.619
C 0.86 -3.66 -3.42  -0.348
C 0.22 -2.55 -2.89  -0.422
C -2.88 -0.79 -3.09  0.672
C -2.26 -0.34 -4.26  -0.562
C -3.00 0.08 -5.36  -0.725
C -4.39 0.08 -5.30  -0.457
C -5.02 -0.36 -4.15  -0.734
C -4.27 -0.78 -3.05  -0.369
C -2.29 -0.82 1.94  -1.252
P -0.50 -0.52 2.34  1.439
C -0.60 0.89 3.52  0.494
C 0.48 1.03 4.41  -0.614
C 0.58 2.12 5.25  -0.708
C -0.38 3.13 5.20  -0.537
C -1.45 3.01 4.32  -0.571
C -1.55 1.90 3.49  -0.584
C -0.38 -1.90 3.59  0.650
C 0.29 -3.07 3.23  0.051
C 0.38 -4.14 4.11  -0.746
C -0.18 -4.05 5.38  -0.507
C -0.86 -2.90 5.75  -0.706
C -0.96 -1.83 4.86  -0.651
H -1.57 -2.55 0.86  0.061
H -3.23 -2.66 1.40  0.463
H -3.74 -0.82 -0.36  0.611
H -3.58 -2.50 -0.83  0.735
H -2.41 -4.09 -1.42  0.263
H -1.29 -6.05 -2.36  0.405
H 0.79 -5.80 -3.67  0.373
H 1.79 -3.54 -3.96  0.411
H 0.68 -1.57 -2.96  0.035
H -1.18 -0.30 -4.31  0.296
H -2.49 0.43 -6.25  0.401
H -4.98 0.42 -6.15  0.371
H -6.10 -0.37 -4.09  0.380
H -4.80 -1.12 -2.17  0.293
H -2.77 -1.07 2.89  0.585
H -2.76 0.10 1.58  0.620
H 1.25 0.26 4.44  0.357
H 1.43 2.21 5.92  0.403
H -0.29 4.01 5.82  0.337
H -2.18 3.80 4.25  0.356
H -2.38 1.85 2.79  0.197
H 0.75 -3.13 2.26  0.015
H 0.91 -5.04 3.81  0.417
H -0.09 -4.88 6.07  0.361
H -1.30 -2.82 6.73  0.393
H -1.50 -0.94 5.17  0.350
C 1.49 -2.17 -0.35  -1.138
O 0.83 -0.97 -0.52  0.196
H 2.45 -2.21 -0.90  0.198
H 0.89 -3.02 -0.73  0.296
H 1.76 -2.38 0.69  0.098



No. 2
The following is a quantum chemistry calculation of the molecule C5H10O2, from the Open Molecules 2025 dataset.

Calculated values
Orbital gap, eV: 10.90
ΔE to the lowest compared entry with this formula, charge and spin, kJ/mol: 205.4

Last column: Mulliken charge in e.
Cartesian coordinates (Å):
C -1.32 -1.33 0.38  -1.418
C -0.62 -0.11 -0.16  1.337
C 0.84 -0.30 -0.60  -0.915
C 1.87 0.18 0.43  -0.474
O 1.78 1.56 0.70  -0.552
C -1.38 1.01 -0.73  -0.661
O -0.90 1.07 0.61  -0.594
H -1.33 -2.15 -0.35  0.344
H -0.80 -1.68 1.28  0.288
H -2.35 -1.09 0.66  0.390
H 1.01 0.24 -1.54  0.319
H 1.01 -1.36 -0.80  0.344
H 2.87 0.01 0.02  0.337
H 1.79 -0.42 1.35  0.288
H 0.86 1.72 0.97  0.401
H -2.46 0.96 -0.83  0.290
H -0.87 1.69 -1.41  0.277



No. 3
The following is a quantum chemistry calculation of a cluster of 4 separate species, C15H21FIN2O9 in total at a distorted geometry, from the Open Molecules 2025 dataset.

Calculated values
Orbital gap, eV: 7.29
Total charge: +1

Last column: Mulliken charge in e.
Cartesian coordinates (Å):
F -4.90 1.10 -1.30  -0.201
C -4.21 0.35 -0.42  0.467
C -3.42 -0.84 -0.71  -0.401
N -2.85 -1.28 0.50  0.093
C -3.24 -0.41 1.50  -0.200
N -4.07 0.54 0.97  -0.314
I -5.01 2.08 1.96  0.416
H -3.31 -1.32 -1.70  0.408
H -2.26 -2.11 0.62  0.262
H -2.93 -0.49 2.56  0.403
C -0.64 3.76 -0.22  -1.398
C 0.30 2.70 -0.71  0.448
C -0.21 1.94 -1.91  -0.459
O 0.43 0.67 -1.76  -0.235
C 0.67 0.50 -0.43  0.663
O 1.01 -0.53 0.07  -0.537
O 0.45 1.66 0.26  -0.295
H -1.58 3.32 0.13  0.246
H -0.21 4.29 0.64  0.388
H -0.86 4.50 -0.99  0.393
H 1.29 3.13 -0.91  0.259
H 0.07 2.41 -2.85  0.354
H -1.29 1.79 -1.89  0.197
C 1.12 -3.63 -2.79  -1.378
C 0.01 -3.25 -3.74  0.439
C -0.34 -1.79 -3.70  0.067
O -1.72 -1.80 -4.08  -0.346
C -2.22 -3.01 -3.73  0.661
O -3.38 -3.29 -3.72  -0.531
O -1.22 -3.87 -3.37  -0.366
H 0.83 -3.47 -1.75  0.291
H 1.35 -4.70 -2.89  0.387
H 2.03 -3.07 -3.00  0.372
H 0.26 -3.57 -4.76  0.255
H 0.25 -1.20 -4.40  0.358
H -0.27 -1.35 -2.70  -0.165
C 1.86 0.02 3.09  -1.322
C 2.78 1.09 3.63  0.538
C 4.22 0.66 3.72  -0.450
O 4.71 1.45 4.80  -0.326
C 3.65 1.73 5.60  0.611
O 3.73 2.21 6.68  -0.512
O 2.48 1.38 5.00  -0.366
H 1.84 -0.85 3.74  0.403
H 0.84 0.40 3.03  0.198
H 2.17 -0.30 2.09  0.379
H 2.67 2.01 3.05  0.223
H 4.78 0.87 2.80  0.324
H 4.35 -0.40 3.97  0.299



No. 4
The following is a quantum chemistry calculation of a cluster of 3 separate species, C10H28NO5S in total at a distorted geometry, from the Open Molecules 2025 dataset.

Calculated values
Orbital gap, eV: 6.01
Total charge: +1

Last column: Mulliken charge in e.
Cartesian coordinates (Å):
C -3.64 -1.44 -1.85  -0.832
N -4.12 -2.77 -2.26  -0.207
C -5.40 -3.15 -1.91  -0.560
S -6.87 -2.13 -2.54  0.359
O -7.18 -1.20 -1.26  -0.394
H -3.15 -0.93 -2.67  0.356
H -4.45 -0.81 -1.49  0.203
H -2.91 -1.52 -1.04  0.339
H -3.89 -2.98 -3.22  0.308
H -5.56 -3.14 -0.83  0.365
H -5.64 -4.15 -2.29  0.432
H -6.18 -1.28 -3.32  0.249
H -7.43 -0.30 -1.52  0.369
C -0.24 1.91 2.07  -0.702
O 0.33 2.27 0.83  -0.369
C 0.44 1.21 -0.10  -0.165
C -0.65 1.26 -1.14  -0.733
O -1.95 1.07 -0.59  -0.223
C -2.65 2.28 -0.37  -0.849
H -0.47 2.83 2.60  0.265
H -1.16 1.33 1.93  0.280
H 0.46 1.32 2.67  0.292
H 0.42 0.24 0.42  0.252
H 1.40 1.30 -0.60  0.252
H -0.49 0.46 -1.87  0.395
H -0.61 2.22 -1.67  0.383
H -3.03 2.69 -1.32  0.313
H -2.03 3.03 0.12  0.365
H -3.50 2.05 0.28  0.250
C 6.84 -0.60 1.97  -0.707
O 5.97 0.43 2.41  -0.376
C 5.48 1.24 1.36  -0.775
C 4.07 0.87 0.97  -0.093
O 3.99 -0.43 0.41  -0.372
C 3.56 -1.42 1.32  -0.672
H 6.97 -1.29 2.80  0.241
H 6.42 -1.15 1.12  0.309
H 7.82 -0.20 1.69  0.322
H 6.13 1.19 0.49  0.371
H 5.47 2.28 1.72  0.395
H 3.71 1.57 0.21  0.289
H 3.40 0.95 1.84  0.250
H 2.48 -1.33 1.52  0.230
H 4.09 -1.35 2.27  0.328
H 3.75 -2.39 0.87  0.263



Lowest unoccupied orbital energy list, top to bottom, in eV: 1.94, 0.94, -5.25, -4.59